1.
ORCA calculation (ωB97M-V/def2-TZVPD) on a single CH3F2NO3S2 molecule.

Atoms and positions in Å:
C  1.92500  0.11638  1.07357
N  -0.28181  0.12603  -1.10347
O  0.36325  -1.97988  0.42319
O  -2.14305  1.75787  -0.49829
O  -0.99663  0.48724  1.29233
F  1.66317  -0.98633  -1.40922
F  -2.48130  -0.73236  -0.21545
S  0.81403  -0.66840  -0.00107
S  -1.48111  0.58738  -0.03113
H  1.21977  0.13778  1.91545
H  1.82640  1.18835  0.67384
H  -0.42771  -0.03407  -2.11975

Properties
Net charge: 0
E_HOMO (eV): -10.30
Max |F| (Eh/bohr): 0.1016
LUMO level (eV): -0.50

=====

2.
ORCA calculation (ωB97M-V/def2-TZVPD) on 2 unconnected molecules or ions with the total composition C5H14.

Atoms and positions in Å:
C  1.58083  2.06728  -0.42053
C  1.25388  2.38244  1.07433
C  0.85428  0.71194  -0.71995
H  1.19608  2.88352  -1.11770
H  2.60658  1.97927  -0.66643
H  1.61519  1.81852  1.75128
H  0.04474  2.08823  1.26684
H  0.12807  0.82940  -1.46771
H  1.54606  -0.03696  -1.03796
H  1.45488  3.43091  1.11425
H  0.32360  0.32704  0.18495
C  -2.19477  -2.61344  0.13120
C  -0.92280  -1.82845  -0.05180
H  -2.85823  -2.86785  -0.85537
H  -1.90742  -3.79119  0.35490
H  -2.85439  -2.39160  0.99784
H  -0.45314  -1.40283  0.71182
H  -1.22735  -1.09848  -0.82823
H  -0.18609  -2.48777  -0.42172

Properties
Net charge: 0
E_HOMO (eV): -10.85
Max |F| (Eh/bohr): 0.1701
LUMO level (eV): 1.05
SMILES: CCC.CC

=====

3.
ORCA calculation (ωB97M-V/def2-TZVPD) on 2 unconnected molecules or ions with the total composition C3H11N2O.

Atoms and positions in Å:
C  -1.42073  -1.26109  0.24266
C  -0.64120  -0.07380  0.01108
C  -0.10964  0.46101  -1.21261
N  -0.62936  0.71476  -2.37829
N  -0.12901  0.40524  1.25280
H  -1.76795  -1.70312  -0.75424
H  -0.91115  -2.09913  0.78980
H  -2.36608  -1.15485  0.65457
H  0.81252  1.00240  -1.01437
H  -1.66087  0.51864  -2.46179
H  -0.17777  1.33653  -3.08491
H  -0.42165  1.34566  1.70819
H  -0.61195  -0.25762  1.88859
H  0.98422  0.27299  1.31139
H  3.27884  0.68165  1.48900
H  3.16421  -0.31692  0.43626
O  2.60757  0.12765  1.12186

Properties
Net charge: +1
E_HOMO (eV): -11.71
Max |F| (Eh/bohr): 0.1106
LUMO level (eV): -3.03

=====

Q: Which relative energy (zero: lowest compared OMol25 entry of this formula, charge and spin) values were calculated for the entries above? A: 134.75; 248.67; 271.03, in kJ/mol.
Q: Which E_tot values were calculated for the entries above? A: -1316.32253; -198.79444; -305.34950, in Ha.
Q: Which orbital gap values were calculated for the entries above? A: 9.80; 11.90; 8.69, in eV.